{
  "formula": "C22H44N3O3",
  "method": "the ωB97M-V functional and the def2-TZVPD basis",
  "elements": ["C", "C", "C", "C", "C", "N", "C", "C", "C", "C", "C", "C", "C", "C", "C", "C", "O", "C", "H", "H", "H", "H", "H", "H", "H", "H", "H", "H", "H", "H", "H", "H", "H", "H", "H", "H", "H", "H", "H", "H", "H", "H", "H", "H", "H", "H", "H", "H", "C", "O", "N", "C", "C", "H", "H", "H", "H", "H", "H", "H", "C", "O", "N", "C", "C", "H", "H", "H", "H", "H", "H", "H"],
  "xyz": [[4.760387, -0.283113, 1.592837], [4.400460, 0.188938, 0.404910], [3.727242, 0.779094, -0.950655], [2.148852, 0.337187, -0.910529], [1.143260, 1.550991, -1.308629], [0.503610, 1.371764, -2.641462], [-0.648605, 0.428021, -2.547181], [-2.084139, 1.155908, -2.700333], [-2.429391, 2.157454, -1.453857], [-3.408705, 1.451037, -0.351673], [-3.313007, 2.117494, 1.113510], [-2.671805, 1.169077, 2.251376], [-1.149951, 0.725747, 1.953985], [-0.989709, -0.700905, 1.237279], [-1.289063, -1.966808, 2.216311], [-1.572389, -3.256653, 1.258037], [-0.411436, -3.673338, 0.505451], [-0.454559, -3.230913, -0.877778], [4.674104, -0.890281, 2.566401], [4.268737, 0.389824, -1.876959], [3.742826, 1.917299, -0.828146], [1.937355, -0.612756, -1.509781], [1.947482, 0.098422, 0.209804], [1.706750, 2.545587, -1.186058], [0.278604, 1.509122, -0.528930], [-0.638057, -0.239930, -1.611240], [-0.548717, -0.293842, -3.457110], [-2.973236, 0.406144, -2.767233], [-2.167978, 1.790524, -3.669080], [-1.495851, 2.628037, -0.988956], [-3.014848, 3.035081, -1.942239], [-4.483165, 1.675393, -0.736707], [-3.321735, 0.304026, -0.354993], [-4.401309, 2.338357, 1.459564], [-2.807838, 3.156719, 1.045221], [-3.334208, 0.265167, 2.529917], [-2.630596, 1.819259, 3.215007], [-0.612060, 0.643679, 2.980516], [-0.649114, 1.600290, 1.406539], [0.116714, -0.820902, 0.913961], [-1.611201, -0.840164, 0.287596], [-0.287668, -2.163899, 2.768820], [-2.154324, -1.748601, 2.931644], [-2.514632, -3.079152, 0.630419], [-1.835170, -4.133307, 1.976018], [0.237549, -2.302226, -0.971958], [-1.484635, -2.894549, -1.248445], [-0.030930, -4.039193, -1.594445], [-4.509293, -2.755748, -1.102623], [-3.554362, -2.010581, -1.218985], [-5.807304, -2.358462, -0.962599], [-6.891095, -3.308886, -0.829406], [-6.111097, -0.939909, -0.946677], [-4.390376, -3.851914, -1.101882], [-7.596999, -3.161482, -1.651289], [-7.398524, -3.138876, 0.123986], [-6.517966, -4.334206, -0.858013], [-5.772584, -0.490709, -1.883806], [-5.575682, -0.468321, -0.119158], [-7.183883, -0.779281, -0.828942], [9.190784, 2.574022, 2.171820], [9.149916, 3.675692, 2.691262], [8.359230, 2.135278, 1.184628], [8.472016, 0.807723, 0.617677], [7.329049, 3.021726, 0.686002], [9.935271, 1.819756, 2.475430], [8.668042, 0.895448, -0.454479], [7.530519, 0.276381, 0.779282], [9.284927, 0.248962, 1.085452], [7.795858, 3.924642, 0.283532], [6.672543, 3.303683, 1.512533], [6.747107, 2.529950, -0.094492]],
  "atomic_forces_ev_per_a": [[-2.72, 1.80, -5.99], [1.08, -2.26, 5.30], [-0.18, -0.77, 1.83], [0.42, 0.29, 1.52], [-1.50, -1.13, -0.86], [-0.11, -0.21, 1.62], [0.53, 0.36, -1.23], [-0.67, 0.49, 0.57], [-0.68, -0.22, -0.76], [-0.41, 0.94, -0.65], [-0.99, -0.59, 0.18], [0.58, 0.99, 0.51], [-0.38, -0.22, 0.70], [0.67, -0.29, 0.17], [1.06, 0.25, -1.63], [-0.68, -0.24, 2.18], [-1.70, 0.61, -0.67], [1.03, 1.06, -1.07], [0.42, 1.46, -2.16], [-0.64, 0.77, 1.39], [0.24, -1.60, -0.48], [0.39, 1.48, 0.63], [0.38, 0.21, -1.77], [-0.71, -1.22, -0.28], [1.56, 0.22, -0.52], [-0.25, 0.84, -0.97], [-0.45, 0.81, 1.35], [1.42, 0.90, 0.17], [0.65, -1.12, 1.52], [-1.16, -0.94, -0.68], [0.85, -1.25, 1.10], [1.65, -0.50, 0.58], [0.17, 1.81, 0.14], [1.72, -0.29, -0.46], [-0.49, -1.83, 0.20], [0.91, 1.34, -0.77], [-0.16, -1.05, -1.47], [-0.78, 0.08, -1.62], [-0.60, -1.51, 0.52], [-1.83, 0.29, 0.41], [0.71, 0.56, 1.37], [-1.91, 0.19, -0.51], [1.15, -0.51, -0.95], [1.64, -0.10, 0.59], [0.51, 1.22, -1.16], [-1.12, -1.51, -0.01], [1.37, -0.68, 0.76], [-0.73, 1.10, 1.44], [-0.33, 0.29, -0.04], [-0.58, -0.04, 0.03], [0.60, -0.53, -0.06], [0.10, 0.30, -0.02], [0.31, 0.07, -0.02], [-0.09, -0.06, 0.02], [-0.11, -0.15, 0.10], [-0.13, -0.16, -0.07], [0.04, 0.13, 0.00], [-0.02, 0.15, 0.15], [-0.08, 0.13, -0.14], [0.10, -0.14, -0.01], [-0.47, -0.07, -0.45], [-0.08, -0.14, -0.17], [0.82, 0.08, 0.70], [-0.25, 0.09, -0.02], [0.00, 0.26, 0.17], [-0.02, -0.10, -0.06], [-0.01, -0.20, 0.01], [0.10, -0.13, -0.15], [-0.04, 0.15, 0.01], [-0.16, 0.01, 0.01], [-0.07, 0.07, -0.19], [0.09, -0.04, 0.16]],
  "lowdin_charge": [0.005, -0.122, -0.193, -0.201, -0.365, -0.200, -0.373, -0.213, -0.203, -0.217, -0.220, -0.221, -0.199, -0.204, -0.151, -0.236, -0.221, -0.111, 0.031, 0.099, 0.089, 0.098, 0.080, 0.083, 0.055, 0.066, 0.083, 0.082, 0.093, 0.087, 0.095, 0.094, 0.074, 0.095, 0.112, 0.100, 0.100, 0.109, 0.097, 0.097, 0.079, 0.117, 0.099, 0.094, 0.117, 0.077, 0.073, 0.096, -0.323, -0.005, -0.197, -0.068, -0.042, 0.136, 0.087, 0.087, 0.082, 0.096, 0.081, 0.086, -0.354, -0.004, -0.201, -0.064, -0.046, 0.125, 0.088, 0.062, 0.080, 0.090, 0.095, 0.082],
  "spin_multiplicity": 1,
  "charge": -1,
  "orbital_gap_ev": 3.94,
  "e_homo_ev": -1.739
}